Record 1
# C59H48Cl3F5N5O4TcTe

A structure of composition C59H48Cl3F5N5O4TcTe (the ωB97M-V functional and the def2-TZVPD basis, OMol25).

XYZ file:
```
126
Properties=species:S:1:pos:R:3:forces:R:3
C -5.6033 2.2819 -2.6806 0.0 0.0 0.0
C 2.5438 2.0468 0.0881 -0.1 0.1 0.0
H -0.4728 -7.7483 -1.3029 0.0 0.0 0.0
C -0.0790 3.6205 -1.6952 -0.1 -0.2 -0.1
H 2.4976 0.1194 2.4604 0.1 0.0 -0.1
C -3.3163 -1.8037 -5.5043 0.0 0.0 0.1
H 0.5235 3.6202 -6.9543 0.0 0.0 0.0
C -4.2478 3.6189 -1.2143 0.0 -0.1 0.0
C -1.0925 4.2570 -0.7390 0.1 -0.1 -0.1
Tc -0.1554 0.7319 1.0588 0.3 -0.3 0.5
C 3.3985 4.0097 4.6587 -0.1 0.0 0.0
H -5.8226 4.4061 -2.4349 0.0 0.0 0.0
C -0.9483 1.7494 -2.9460 0.0 -0.1 0.0
N 0.6526 1.7471 2.4201 -0.3 0.4 -0.4
H -0.6674 5.0721 -0.1561 0.0 0.0 0.0
H -1.9939 -7.1189 0.5438 0.0 0.0 0.0
O -0.9506 -0.1358 -0.6443 -0.1 -0.1 -0.1
C -2.3272 3.2630 -4.3798 0.0 0.0 0.0
C 3.7318 2.7594 4.1582 0.0 0.0 -0.1
H -3.7136 -2.8139 -5.4031 0.0 0.0 0.0
H 0.8306 2.1940 -4.9513 0.0 0.0 0.0
F -3.9636 -2.5274 4.8896 0.1 0.1 0.0
H -3.4291 4.6030 -5.6366 0.0 0.0 0.0
C -2.0171 -1.7564 -1.9167 -0.1 -0.4 0.0
C -3.7418 -1.0688 3.0414 0.0 0.0 0.1
H 3.1117 -1.3443 4.3946 0.0 0.0 -0.1
H -0.0637 4.7554 1.8271 0.0 0.0 0.0
H -4.1467 -1.1432 -5.7651 0.0 0.0 0.0
Cl 3.5061 -3.0325 1.7211 0.0 0.1 0.0
C -5.2724 3.5198 -2.1440 -0.1 0.0 0.0
H -2.6207 -1.8011 -6.3463 0.0 0.0 0.0
F -5.0491 -1.2001 2.7628 0.1 0.0 0.0
H -1.9357 4.6394 -1.3113 0.0 0.0 0.1
C -1.0840 -0.7608 3.5781 -0.1 0.3 0.1
H 3.4647 0.1153 5.3420 0.1 0.0 0.0
H -3.4289 0.3438 -0.9631 -0.1 0.1 0.0
C -1.8563 -1.5683 4.3938 0.0 0.0 0.0
C -2.9210 -0.2791 2.2547 -0.1 -0.1 -0.1
H -1.2358 2.5117 4.8110 0.0 0.0 0.0
H 4.9596 1.0665 2.1204 0.0 0.1 -0.2
F 0.1806 -0.5764 3.9975 -0.6 -0.2 -0.3
H -4.0022 4.5864 -0.7914 0.0 0.0 0.0
H -6.3893 2.2035 -3.4212 0.0 0.0 0.0
C -0.3309 -5.7516 -2.0707 0.0 0.0 0.0
H -5.1929 0.1737 -2.6479 0.0 0.0 0.0
H 0.3601 -6.0196 -2.8598 0.0 0.0 0.0
C 2.8085 1.9624 3.4991 0.1 -0.2 -0.1
H -2.3713 3.7065 4.1631 0.0 0.0 0.0
N 9.2412 5.6688 -0.5969 0.0 0.0 0.0
N -0.4511 2.2417 -1.8874 0.0 0.0 0.1
C -2.6428 -1.3619 -4.2293 0.0 0.0 0.0
C -2.4949 4.0748 -5.4925 0.0 0.0 0.0
H -2.0513 0.5288 -4.9900 0.0 0.0 0.0
C 7.0075 3.1063 -1.4281 0.0 0.0 0.0
H -0.0224 4.2105 -2.6178 0.0 0.1 0.0
C -1.6486 -6.3666 -0.1537 0.0 0.0 0.0
C -1.4155 3.2061 3.9876 0.0 0.0 0.1
C -1.4172 -0.4799 -1.7781 0.0 0.2 0.0
C 7.0568 4.2818 -0.6849 0.0 0.0 0.0
C -1.4309 0.3494 -2.9541 0.1 0.1 -0.2
C 1.1114 3.6553 3.8932 -0.1 0.2 0.0
C 1.7619 -3.3064 1.4564 0.0 -0.1 0.0
O 0.8117 -1.1449 1.3901 0.2 0.9 0.2
O -2.6692 -2.3362 0.2872 0.1 0.0 0.0
H 4.7546 -0.6724 2.3394 0.0 0.0 0.1
C -2.6069 -2.1687 -3.0971 0.0 0.0 0.0
H 4.1303 4.6246 5.1670 0.0 0.0 0.0
H -0.3522 4.8309 4.8292 0.0 0.0 0.0
C 3.1454 1.1269 -1.8228 0.0 0.0 0.0
Cl 1.5713 -4.8094 0.5397 0.0 0.1 0.1
H -2.7076 -4.7465 0.7945 0.0 0.0 0.0
Te -1.9978 2.8254 0.6056 -0.2 0.4 -0.2
H 3.8817 4.3189 0.4824 0.0 0.0 0.0
C -0.7350 -4.4319 -1.9271 0.0 0.0 -0.1
C -1.4698 4.2056 -6.4208 0.0 0.0 0.0
H -1.4710 5.5294 2.5790 0.0 0.0 0.0
H -3.1295 3.1440 -3.6584 0.0 0.0 -0.1
C -2.0463 -5.0490 -0.0072 0.0 0.0 0.0
C -3.9128 1.2418 -1.3115 0.0 0.0 0.0
O 1.2177 -2.1833 -0.5748 0.2 0.2 -0.2
F -3.5552 0.3396 1.2260 0.1 0.0 0.2
F -1.3223 -2.1681 5.4721 0.0 0.0 0.0
Cl 0.9441 -3.4740 3.0097 0.0 -0.1 0.0
C 5.8425 2.3648 -1.4790 0.0 0.0 0.0
C -0.4352 5.2213 2.7408 0.0 -0.1 0.0
C -2.0359 -0.1226 -4.1238 0.0 0.0 0.0
N 3.5276 2.0419 -0.8458 0.0 -0.1 0.0
C 2.8702 -0.2865 4.5171 0.0 0.1 0.1
H 5.8187 1.4341 -2.0276 0.0 0.0 0.0
C -3.5409 2.4843 -0.8168 0.0 -0.1 0.0
C 8.2719 5.0517 -0.6327 0.0 0.0 0.0
C -1.1290 2.5817 -4.1852 -0.1 0.0 0.1
H -1.6014 4.8367 -7.2905 0.0 0.0 0.0
C 4.6221 0.3000 2.8156 -0.1 0.0 0.0
H 7.8899 2.7676 -1.9538 0.0 0.0 0.0
H -1.4921 2.6131 3.0813 0.1 0.0 0.4
H -0.3626 -3.6711 -2.6004 0.0 0.0 0.0
C 1.9423 0.6439 -1.4380 0.0 0.1 0.0
C 1.2146 -2.0734 0.6345 -0.5 -0.4 -0.2
C 1.4829 2.4495 3.2145 0.1 -0.4 0.4
C -1.6068 -4.0780 -0.9035 0.0 0.0 0.0
H 0.1748 6.1087 2.9210 0.0 0.0 0.0
C -1.5628 -0.1163 2.4393 -0.1 -0.1 0.0
N 1.5772 1.2343 -0.2445 0.1 -0.3 0.1
C -4.9311 1.1471 -2.2527 0.0 0.0 0.0
H 5.2883 0.3330 3.6806 0.0 0.0 0.0
C -0.7950 -6.7202 -1.1929 0.0 0.0 0.1
C -0.2919 4.2371 3.9122 0.1 -0.1 -0.2
H 5.9669 5.6195 0.5888 0.0 0.0 0.0
H 1.7586 5.3322 5.0254 0.0 0.0 0.0
C -2.1129 -2.6735 -0.7361 -0.1 0.1 -0.1
C 5.9258 4.7086 0.0075 0.0 0.0 0.0
C 4.7570 3.9765 -0.0524 0.0 0.0 0.0
C -0.2751 3.5255 -6.2292 0.0 0.0 0.0
H 1.8166 -0.2064 4.7792 0.6 0.0 0.2
H 1.3127 -0.0712 -1.9318 -0.1 -0.1 0.1
C 2.0736 4.4041 4.5575 0.1 0.0 0.0
H 4.7325 2.3769 4.3197 0.0 0.0 0.0
H 2.5678 2.6383 0.9880 0.0 -0.1 0.1
C -3.1991 -1.7398 4.1162 -0.1 0.0 0.0
C 3.1619 0.5070 3.2343 0.0 0.1 0.0
H 3.7434 0.9144 -2.6889 0.0 0.0 0.0
C 4.7117 2.8009 -0.7977 0.1 0.0 0.1
H 0.9067 3.6250 -1.2248 0.1 0.0 0.0
H -3.0650 -3.1536 -3.1306 0.0 0.0 0.0
C -0.1039 2.7193 -5.1117 0.0 0.0 0.0
```
Positions in Å, forces in eV/Å.

Summary:
Net charge   -1
2S+1   4
Expectation value of S²   3.80
Kohn-Sham gap (spin up / spin down)   0.2027 / 0.2269 hartree

Record 2
# C59H51GeN5O4PdS

A structure of composition C59H51GeN5O4PdS (the ωB97M-V functional and the def2-TZVPD basis, OMol25).

XYZ file:
```
122
Properties=species:S:1:pos:R:3:forces:R:3
H -8.9046 1.9429 -1.2280 0.0 0.0 0.0
H -1.6191 4.6463 2.5543 0.0 0.0 0.0
C -1.3002 3.0397 1.1763 0.1 0.1 0.0
C 2.5022 4.6042 0.3877 -0.1 0.0 0.0
H 1.3747 1.2100 4.3691 0.0 0.0 0.0
H -3.3668 -0.1176 3.7367 0.0 0.0 0.0
O 8.4133 9.4551 1.0426 0.0 0.0 0.0
H 5.3041 4.3524 -1.0595 0.0 0.0 0.0
H 1.3147 -0.5876 -2.3982 0.0 0.0 0.0
H -1.1899 -3.2173 5.4990 0.0 0.0 0.0
C 1.1914 -9.1297 0.7782 0.0 0.0 0.0
H 7.0285 5.4321 -0.2491 0.0 0.0 0.0
H 2.6601 -0.1814 2.3113 0.0 0.0 0.0
H -2.2390 2.5391 1.3512 -0.1 0.0 0.0
H -2.5473 -0.5011 -6.1217 0.0 0.0 0.0
H 7.4216 11.2813 1.0167 0.0 0.0 0.0
C 1.7993 0.3208 -2.0641 0.1 0.1 0.0
H -3.1775 -8.0685 -3.0011 0.0 0.0 0.0
C -2.6330 0.1748 -5.2812 0.0 0.0 0.0
C 0.4941 -4.1027 -1.2615 0.1 -0.1 0.0
C 7.3861 8.5857 0.8909 0.0 0.0 0.0
C -2.3937 2.3827 -4.3435 0.0 0.0 0.1
C 4.3463 5.6697 0.2958 0.0 0.0 0.0
H 7.7273 10.5959 2.6376 0.0 0.0 0.0
C -1.0853 -5.3464 2.8724 0.0 0.0 0.0
O -0.7686 -1.0062 -1.5747 0.3 0.0 -0.6
C -4.4498 -5.9117 -0.7246 0.0 0.0 0.0
C 0.5444 0.9649 3.7234 0.0 0.0 0.0
H -5.3471 -7.2199 -2.1708 0.0 0.0 0.0
H 5.7900 9.8071 1.6768 0.0 0.0 0.0
O -2.9419 0.7624 -0.3611 0.0 0.0 -0.1
H -3.5661 1.1602 2.5578 0.0 0.0 -0.1
Ge -0.3597 -5.2298 0.1108 -0.1 0.0 0.0
C 0.2972 4.7834 1.6096 0.0 0.0 0.0
N -0.6170 0.2195 1.9155 -0.1 -0.3 0.4
C -2.9701 0.2681 2.7944 -0.1 0.0 0.0
H 3.6772 0.0058 -3.0440 0.0 0.0 0.0
H 1.6866 -0.6029 0.9057 0.0 0.0 0.0
C 6.0686 8.8562 1.2468 0.0 0.0 0.0
H 1.2631 -3.4642 -0.8175 0.0 0.0 0.0
H -1.0771 -7.2618 -2.0089 0.0 0.0 0.0
H 0.0344 -2.8373 -2.9696 0.0 0.0 0.0
C -1.2865 -4.8986 4.1695 0.0 0.0 0.0
C -3.2049 -7.3311 -2.2082 0.0 0.0 0.0
C 0.3389 -8.0505 0.5911 0.0 0.0 0.0
H -1.9770 1.8869 -6.3881 0.0 0.0 0.0
C -7.8922 1.5639 -1.2663 0.0 0.0 0.0
H -3.2605 -1.3614 -3.9068 0.0 0.0 0.0
C 1.5883 2.2510 -0.8074 -0.2 0.1 0.0
C -0.9294 4.2157 1.8433 -0.1 -0.1 0.0
C -1.1524 -2.2149 -1.2850 -0.3 -0.1 0.4
H 1.0122 -4.8196 -1.9050 0.1 0.0 0.0
C -5.3170 0.5989 -1.3655 0.0 0.0 0.0
C -3.1464 0.5739 -2.9860 -0.1 0.0 0.0
N 4.4900 4.5761 -0.5166 -0.1 0.0 0.1
C -2.0339 -5.9174 -0.6272 0.0 0.0 0.0
H -1.6245 -5.5885 4.9330 0.0 0.0 0.0
H 0.7826 -10.1104 0.9875 0.0 0.0 0.0
H -0.1146 -2.4210 1.4551 0.0 0.0 0.0
C -0.6117 -2.6896 3.5043 0.1 0.0 0.0
C -0.4254 -3.1403 2.2037 0.1 0.0 -0.1
C 2.2184 -6.6189 0.2407 0.0 0.0 0.0
C 3.3051 3.8798 -0.4675 0.0 0.0 0.0
C -0.4765 -3.2898 -2.1169 -0.1 0.0 -0.1
H -8.3171 0.1583 -2.8345 0.0 0.0 0.0
C -6.2709 0.0675 -2.2211 -0.1 0.0 0.0
C -5.6284 1.5861 -0.4488 -0.1 0.0 0.0
H 2.6420 -5.6406 0.0378 0.0 0.0 0.0
C 5.0930 7.8922 1.0435 0.0 0.0 0.0
H -1.2632 -6.3924 2.6435 0.0 0.0 0.0
H -3.2909 -4.6916 0.6031 0.0 0.0 0.0
N 3.1580 5.7136 0.8513 0.0 0.0 0.0
C 1.1724 4.1646 0.7039 0.0 0.0 0.0
C 8.1279 10.7132 1.6275 0.0 0.0 0.0
C 2.8934 2.6668 -1.0982 0.1 -0.1 -0.1
C 1.8698 0.1796 1.6494 0.1 -0.2 0.1
H -0.4170 -1.6507 3.7372 0.0 0.0 0.0
H -7.1920 2.8375 0.3096 0.0 0.0 0.0
C -3.2640 -5.4446 -0.1747 0.0 0.0 0.0
C -0.8324 1.0126 4.0353 0.1 0.0 -0.1
H 8.7488 7.1509 0.0868 0.0 0.0 0.0
C -4.4218 -6.8539 -1.7435 0.0 0.0 0.0
C 0.8352 -6.7757 0.3208 0.0 0.0 0.0
H -0.7326 -8.2113 0.6465 0.0 0.0 0.0
H -1.2559 -3.9532 -2.5004 0.0 0.0 0.0
C -2.3085 1.5158 -5.4272 0.0 0.0 0.0
C 6.7372 6.3962 0.1498 0.0 0.0 0.0
C -1.0430 -3.5694 4.4853 0.0 0.0 0.0
H -3.1657 -0.4737 2.0238 0.0 -0.1 -0.1
C 0.7364 2.9995 0.0781 0.0 -0.1 -0.1
C 0.6235 0.4703 2.4289 0.2 0.1 -0.2
H -4.8660 1.9500 0.2256 0.0 0.0 0.0
C 3.6590 1.8365 -1.9314 0.0 0.0 0.1
H -2.1298 3.4258 -4.4598 0.0 0.0 0.0
H 9.0744 11.2436 1.6728 0.0 0.0 0.0
C -7.5632 0.5618 -2.1718 0.0 0.0 0.0
C 3.0782 -7.6927 0.4262 0.0 0.0 0.0
H -5.3978 -5.5365 -0.3591 0.0 0.0 0.0
H -1.2833 1.2868 4.9779 0.0 0.0 0.0
C -3.0459 -0.3088 -4.0469 0.0 0.1 0.0
C -2.0221 -6.8671 -1.6481 0.0 0.0 0.0
H 4.6774 2.1029 -2.1845 0.0 0.0 0.0
C -2.8160 1.9136 -3.1101 0.0 0.0 -0.1
H -2.8709 2.5650 -2.2457 0.0 0.0 0.0
C 5.4089 6.6579 0.4915 0.0 0.0 0.0
H 4.1493 -7.5452 0.3633 0.0 0.0 0.0
C 7.7167 7.3464 0.3422 0.0 0.0 0.0
C -1.4982 0.5305 2.9140 -0.2 0.1 -0.3
H 4.0662 8.0943 1.3157 0.0 0.0 0.0
H 0.6136 5.6837 2.1177 0.0 0.0 0.0
O -1.9600 -2.5181 -0.4220 0.1 0.1 -0.1
N 1.0685 1.0975 -1.2876 0.2 0.1 -0.2
H -6.0121 -0.7208 -2.9178 0.0 0.0 0.0
H 3.2318 -9.7924 0.8423 0.0 0.0 0.0
C 2.5646 -8.9523 0.6962 0.0 0.0 0.0
C -6.9305 2.0691 -0.4060 0.0 0.0 0.0
S -3.6612 -0.0780 -1.4066 0.0 0.0 0.2
H 2.2794 1.0499 1.1223 0.0 0.0 0.1
C -0.6528 -4.4727 1.8727 0.0 0.0 0.1
N -0.4904 2.4676 0.3071 0.0 0.2 0.0
Pd -0.7851 0.6943 -0.5573 0.0 -0.2 0.5
C 3.1097 0.6713 -2.4097 -0.1 -0.1 0.0
```
Positions in Å, forces in eV/Å.

Summary:
Relative energy (zero: lowest compared OMol25 entry of this formula, charge and spin)   31.2 kcal per mole
Kohn-Sham gap   0.1901 hartree

Record 3
# C59H55F6N4O

A cluster of 2 separate species, C59H55F6N4O in total in a non-equilibrium geometry (the ωB97M-V functional and the def2-TZVPD basis, OMol25).

XYZ file:
```
125
Properties=species:S:1:pos:R:3:forces:R:3
H 2.0222 -0.5066 -5.2291 0.1 0.2 -0.1
N 0.8484 1.0639 -3.0481 1.7 0.1 0.6
C -6.6154 -2.7700 3.3298 -1.2 -1.3 -1.4
H 4.8826 2.4554 -3.8809 0.0 -0.3 -0.4
C 1.6016 0.5756 0.9338 -0.5 -0.1 0.3
H -2.1811 -3.3801 -1.4417 0.3 0.0 0.2
C -8.5592 1.3194 1.1463 0.2 0.2 0.2
C -0.7224 -0.0673 0.2819 -0.7 2.4 -0.1
C -1.7244 2.4119 -2.6206 -0.5 0.0 0.3
H 0.4674 1.4370 4.5192 0.0 -0.2 -0.2
C 2.0383 1.3151 6.3743 0.2 0.3 -0.2
H 7.5816 -2.9763 -4.7464 0.0 0.1 0.2
C -2.0829 -0.2995 0.7234 -0.2 -1.0 0.2
C -2.4074 1.4660 -4.8507 0.4 0.4 0.1
H 8.6714 -1.7979 -3.9966 -0.2 -0.1 0.1
C -0.1074 0.6098 2.6368 0.2 -0.1 -0.2
C 7.7880 -2.4251 -3.8191 0.0 -0.1 0.0
H -0.9308 -0.8060 -3.5656 -0.4 -0.3 0.2
C -2.2952 -1.2202 1.7878 -0.1 0.0 -0.4
C 1.6977 0.0027 -2.7430 0.2 1.4 -0.8
H -3.1759 -0.0546 -7.7111 0.0 0.1 0.1
C -4.4169 0.3589 0.9630 0.1 0.1 -0.3
C -0.2139 -2.6793 -0.7983 -0.3 -0.6 0.5
C -9.0475 2.0332 2.2433 0.0 -0.1 0.0
C 2.5569 0.8129 1.9085 -0.1 0.2 -0.4
H 2.2650 1.1735 -5.8186 -0.3 -0.2 0.2
C -0.1328 1.0916 -4.1279 -1.2 0.5 -0.4
F -6.7719 -3.7639 4.2450 0.3 1.0 -0.7
H -9.0108 1.4373 0.1625 0.1 0.0 0.3
C 4.2567 -0.1564 -2.7603 1.2 -0.7 0.5
H 3.7708 -2.5520 -0.5423 -0.1 0.3 0.0
H -4.1682 1.0815 -6.7716 0.1 0.0 -0.1
C 1.2733 -1.3707 -2.4166 -1.1 -2.9 -0.1
H -2.9964 1.6795 -7.9538 0.0 -0.1 0.1
C -1.1952 -1.4907 -2.7559 -0.6 0.7 -0.5
C 0.1959 0.6425 -5.4279 -0.3 0.2 0.6
C -3.2289 0.3914 0.2461 0.5 -0.3 0.1
H -3.4297 1.7620 -4.6070 0.3 0.1 -0.1
H -1.3010 3.4360 -2.6444 -0.1 -0.5 0.0
H -5.2112 1.0599 0.7099 0.3 -0.3 -0.1
H 5.0965 2.2283 4.4671 -0.1 -0.1 -0.4
F 4.3107 -0.8495 3.6896 0.9 0.8 0.2
C -3.5473 -1.4521 2.3078 -0.3 0.2 0.2
H -0.5560 0.1981 -7.3825 0.0 0.1 0.2
H 3.6698 2.5478 -2.2729 0.0 -0.1 0.2
H -8.8605 2.4042 4.3684 0.1 -0.2 -0.3
H 4.8031 -1.3197 0.1981 -0.2 0.0 -0.3
C 5.1107 0.3014 -3.7868 -0.1 -0.5 -0.2
H -2.5103 -4.9094 0.4445 0.3 0.2 0.0
C -8.4826 1.8481 3.5079 0.0 0.0 -0.3
H -0.7621 -5.0995 2.2171 0.1 -0.1 -0.2
O 2.0709 -2.2942 -2.6696 -0.5 1.4 0.7
F -5.9500 -3.2998 2.2486 -0.5 0.3 1.1
C -7.4245 0.9602 3.6687 0.5 0.0 -0.4
C 4.6951 -1.2057 -1.9304 0.1 0.1 -0.5
H 3.5426 4.7438 7.4236 0.0 -0.3 0.0
H -1.3746 -2.4655 -3.2391 0.0 0.1 0.2
H 1.4035 -3.8695 1.9864 -0.5 0.1 -0.3
C -3.1754 0.9099 -7.1939 -0.2 -0.1 -0.1
C -7.4609 0.4796 1.2938 0.2 -0.1 0.4
C 2.1928 1.1442 3.2454 -0.2 -0.1 -0.4
C 1.5944 0.3045 -5.8303 0.3 -0.6 -0.4
C -1.3921 -3.4700 -0.6937 0.4 0.5 -0.3
F -7.8714 -2.4377 2.8590 1.2 -0.5 0.6
H -1.3739 1.9106 -1.7014 0.0 0.2 -0.4
C -5.9285 -1.5381 3.8465 -0.1 0.0 -0.3
H -3.1421 0.9850 -0.6674 -0.1 0.1 0.5
H 1.6604 -2.2113 0.1336 -0.2 -0.4 0.1
C 2.8083 2.0537 5.4567 0.0 0.2 1.6
H -6.9997 0.7842 4.6569 -0.1 0.2 -0.2
C 5.8128 -1.9582 -2.3106 0.1 0.5 -0.3
N -5.7967 -0.6012 2.7316 0.8 -0.5 0.7
C 6.5922 -1.6053 -3.4143 -0.3 -0.1 0.1
N 3.1281 1.5311 4.1826 0.6 0.2 -1.2
H 3.9656 1.5603 -5.1384 0.3 0.1 0.3
H 4.0097 3.8119 5.1645 -0.2 0.1 0.3
C 4.5627 1.5061 3.8413 -0.5 0.1 0.1
H -2.8203 2.5275 -2.5445 0.5 0.0 0.1
C 0.2344 0.3454 1.2702 0.7 -0.4 0.3
C 0.8121 1.0974 3.5478 -0.2 -0.1 -0.1
H -9.8814 2.7195 2.1135 0.2 -0.1 0.0
C -0.5939 -4.4671 1.3495 0.0 0.0 0.1
C 3.1436 3.7665 7.1524 0.0 -0.2 -0.1
C -1.4115 1.6462 -3.8775 0.4 -0.6 -0.3
H 1.0876 3.1923 -2.8296 0.2 0.0 -0.1
H 1.2183 1.2369 8.3643 0.2 0.1 -0.1
C 4.0753 -1.4980 -0.6108 -0.3 -0.3 0.4
C 1.8295 1.8026 7.6639 0.0 0.3 -0.2
H -4.9620 -1.8124 4.2779 -0.3 0.2 0.1
C 2.8387 1.8994 -2.4749 0.0 -0.3 0.0
C 5.0814 0.1529 4.2318 0.0 -1.9 1.0
H 1.6131 0.3609 6.0645 0.2 0.2 0.2
N 2.9797 0.5027 -2.5494 -1.8 0.6 0.1
C 1.5676 2.2314 -2.7470 -0.2 -0.2 -0.6
H 3.6031 0.7752 1.6187 -0.3 0.2 -0.1
C -4.6173 -0.5693 2.0113 0.3 0.1 -0.2
C -0.8137 0.5755 -6.3939 0.1 0.2 0.4
C 2.3716 3.0295 8.0524 0.1 0.0 -0.1
C 6.2353 -0.4639 -4.1316 -0.3 0.2 0.4
H 4.7368 1.6919 2.7758 0.1 0.1 0.4
H 5.7252 1.7134 -5.2427 -0.3 0.0 0.2
C -2.1233 0.9680 -6.1248 0.2 -0.1 0.4
H -6.6053 -1.1348 4.5996 0.4 0.0 0.1
H -0.5100 0.1746 -0.7677 -0.3 0.3 0.7
H 3.2177 -0.8463 -0.4354 0.1 -0.3 0.1
C 3.3923 3.2646 5.8777 -0.6 -0.3 -0.4
H 1.5700 -0.0515 -6.8664 0.1 0.0 0.2
C -1.5815 -4.3382 0.3723 0.3 0.0 0.3
C 0.6010 -3.7429 1.2455 0.1 0.2 -0.2
C 4.8886 1.5754 -4.5413 0.1 0.4 -0.6
C -6.8651 0.3053 2.5549 -1.3 0.6 -0.2
H 6.0877 -2.8327 -1.7197 0.0 0.3 0.0
H -3.7031 -2.2877 2.9846 0.3 0.3 -0.2
H 2.2100 3.4143 9.0594 0.0 -0.1 -0.3
F 6.3755 -0.0885 3.8938 -1.2 0.4 0.2
H -1.4625 -1.8198 2.1565 -0.1 0.1 -0.3
H -2.1326 -1.1572 -2.2916 -0.1 0.0 -0.1
H 1.8497 0.5743 -0.1341 0.2 -0.3 0.5
H -1.1351 0.4666 2.9719 0.3 0.3 -0.2
H -7.0493 -0.0636 0.4453 -0.2 0.1 0.1
C 0.7759 -2.8507 0.1906 -0.1 -0.2 0.1
H 8.0261 -3.1519 -3.0365 0.0 0.1 -0.2
H 6.8422 -0.1491 -4.9850 -0.2 0.0 0.3
C -0.0969 -1.6079 -1.7821 2.6 -0.6 -0.6
F 4.9623 -0.0040 5.5983 0.4 0.2 -1.4
```
Positions in Å, forces in eV/Å.

Summary:
Net charge   +1
Relative energy (zero: lowest compared OMol25 entry of this formula, charge and spin)   8.2 kcal per mole
Kohn-Sham gap   0.1644 hartree

Number 1: total energy -138250.4885 eV. Number 2: total energy -148483.0576 eV. Number 3: total energy -86380.3706 eV.